105
Properties=species:S:1:pos:R:3 method="wB97M-V/def2-TZVPD" max_force_ev_per_a=4.519 smiles="CCCCCCCCCCCc1ccc2c(c1)C(=O)c1ccc(Cl)cc1C2=O.O=C1c2ccccc2C(=O)c2ccccc21.O=C1c2ccccc2C(=O)c2ccccc21" e_homo_ha=-0.3299 orbital_gap_ev=7.74
C 5.63224 -2.16440 0.48893
C 6.75077 -2.27230 -0.68723
C 6.92024 -0.87034 -1.49123
C 5.73714 -0.80901 -2.58109
C 6.22737 -0.57946 -4.09986
C 5.61798 -1.68290 -5.11940
C 4.31181 -1.16896 -5.91606
C 3.00032 -2.09777 -5.66579
C 2.70677 -2.08664 -4.06407
C 1.14428 -1.90544 -3.71154
C 0.73498 -0.33665 -3.51905
C 0.51024 -0.00608 -1.96307
C -0.68188 -0.66658 -1.18050
C -0.86644 -0.37467 0.35606
C 0.17027 0.56667 1.00446
C 1.34289 1.26870 0.22068
C 1.52532 0.98248 -1.29954
C 2.32535 2.25968 1.03668
O 2.68386 3.37081 0.58300
C 2.74838 1.70501 2.49376
C 4.18271 1.87202 3.04375
C 4.50474 1.26087 4.43825
C 3.35252 0.51470 5.20099
Cl 3.72041 -0.26801 6.83346
C 1.90031 0.38882 4.66106
C 1.57949 0.99450 3.27566
C 0.12357 0.90796 2.58138
O -0.94208 1.12339 3.21406
H 6.01761 -2.80698 1.35906
H 5.52100 -1.08624 0.86706
H 4.60142 -2.55139 0.15719
H 6.39942 -3.10213 -1.41185
H 7.76652 -2.54684 -0.20829
H 6.73532 -0.04594 -0.70823
H 7.94648 -0.76053 -1.98022
H 5.13424 -1.79580 -2.58143
H 4.98925 0.00913 -2.28105
H 5.77748 0.43215 -4.43520
H 7.37532 -0.49635 -4.18731
H 6.43140 -1.85398 -5.92512
H 5.45343 -2.69038 -4.59474
H 4.52238 -1.20772 -7.04961
H 4.03256 -0.08493 -5.67016
H 2.10156 -1.70521 -6.26734
H 3.24672 -3.14407 -6.06004
H 3.16291 -3.05750 -3.64031
H 3.23607 -1.14842 -3.65683
H 0.53952 -2.27326 -4.62572
H 0.88155 -2.53065 -2.78514
H -0.17646 -0.11671 -4.16781
H 1.63641 0.27218 -3.91413
H -1.43299 -1.37014 -1.68106
H -1.72509 -0.85371 0.95274
H 2.39520 1.46749 -1.87153
H 4.94888 2.43922 2.40024
H 5.56349 1.34734 4.86015
H 1.11873 -0.15986 5.27649
O -3.82047 2.19607 10.64383
C -3.33636 1.47252 9.79028
C -2.86914 0.11040 10.13667
C -3.00468 -0.35296 11.44622
C -2.60500 -1.64444 11.77123
C -2.07039 -2.47784 10.79111
C -1.91785 -2.01333 9.48940
C -2.31134 -0.71568 9.16070
C -2.12837 -0.22423 7.77621
O -1.59053 -0.92760 6.93652
C -2.61336 1.12909 7.42529
C -2.47926 1.59014 6.11472
C -2.96137 2.84689 5.76717
C -3.57935 3.64707 6.72586
C -3.70203 3.19638 8.03640
C -3.21421 1.93769 8.39060
H -3.42549 0.28971 12.21293
H -2.71530 -2.00464 12.78911
H -1.77034 -3.48999 11.04289
H -1.49591 -2.66554 8.73125
H -2.00342 0.97020 5.36175
H -2.85935 3.20169 4.74651
H -3.96404 4.62425 6.45152
H -4.18177 3.82643 8.77883
O -7.83333 1.07602 -6.02826
C -6.62517 0.91528 -6.03254
C -5.83629 1.11114 -4.79483
C -6.48619 1.46211 -3.61053
C -5.75744 1.60911 -2.43527
C -4.37913 1.40518 -2.43768
C -3.72678 1.07274 -3.61972
C -4.45305 0.93097 -4.80195
C -3.74597 0.59423 -6.05783
O -2.53014 0.49016 -6.07455
C -4.53610 0.37883 -7.29056
C -3.88471 0.02552 -8.47345
C -4.62137 -0.21158 -9.62857
C -6.00971 -0.09745 -9.60681
C -6.66073 0.26838 -8.43328
C -5.92450 0.51268 -7.27303
H -7.56039 1.61690 -3.60127
H -6.26492 1.87761 -1.51425
H -3.81256 1.50764 -1.51746
H -2.65182 0.92032 -3.61597
H -2.80370 -0.06970 -8.49547
H -4.11341 -0.49005 -10.54640
H -6.58475 -0.29198 -10.50651
H -7.74243 0.35850 -8.42438

---

32
Properties=species:S:1:pos:R:3 method="wB97M-V/def2-TZVPD" charge=+1 max_force_ev_per_a=0.484 smiles=CCCCCCCCc1nnn(Br)[nH+]1 e_homo_ha=-0.4903 orbital_gap_ev=8.22
C 3.46519 -0.31481 1.22983
C 3.40392 -0.09479 -0.28407
C 1.96787 -0.06259 -0.81421
C 1.22879 -1.40627 -0.65040
C -0.00304 -1.41425 0.28400
C -1.29405 -1.98489 -0.33506
C -2.36563 -0.98413 -0.78522
C -2.75512 0.05296 0.28377
C -2.15096 1.39435 0.08879
N -1.11136 1.73070 -0.68470
N -0.89342 3.01118 -0.55612
N -1.78707 3.49238 0.23665
Br -1.93791 5.24780 0.72370
N -2.59629 2.50718 0.65641
H 3.31634 0.62532 1.76838
H 4.42378 -0.72793 1.54742
H 2.69035 -1.01166 1.56294
H 3.90404 0.84336 -0.53934
H 3.95703 -0.88469 -0.80290
H 1.42172 0.72659 -0.28228
H 1.97518 0.23760 -1.86549
H 0.92345 -1.77125 -1.63545
H 1.94672 -2.14272 -0.27789
H 0.22091 -1.98779 1.18598
H -0.16735 -0.38683 0.63356
H -1.03074 -2.58244 -1.21192
H -1.76209 -2.68373 0.36526
H -2.05940 -0.46602 -1.69931
H -3.27013 -1.54112 -1.03328
H -2.45331 -0.29814 1.27893
H -3.83872 0.20347 0.32091
H -3.36873 2.67315 1.29108

---

Repeat the second record exactly.
32
Properties=species:S:1:pos:R:3 method="wB97M-V/def2-TZVPD" charge=+1 max_force_ev_per_a=0.484 smiles=CCCCCCCCc1nnn(Br)[nH+]1 e_homo_ha=-0.4903 orbital_gap_ev=8.22
C 3.46519 -0.31481 1.22983
C 3.40392 -0.09479 -0.28407
C 1.96787 -0.06259 -0.81421
C 1.22879 -1.40627 -0.65040
C -0.00304 -1.41425 0.28400
C -1.29405 -1.98489 -0.33506
C -2.36563 -0.98413 -0.78522
C -2.75512 0.05296 0.28377
C -2.15096 1.39435 0.08879
N -1.11136 1.73070 -0.68470
N -0.89342 3.01118 -0.55612
N -1.78707 3.49238 0.23665
Br -1.93791 5.24780 0.72370
N -2.59629 2.50718 0.65641
H 3.31634 0.62532 1.76838
H 4.42378 -0.72793 1.54742
H 2.69035 -1.01166 1.56294
H 3.90404 0.84336 -0.53934
H 3.95703 -0.88469 -0.80290
H 1.42172 0.72659 -0.28228
H 1.97518 0.23760 -1.86549
H 0.92345 -1.77125 -1.63545
H 1.94672 -2.14272 -0.27789
H 0.22091 -1.98779 1.18598
H -0.16735 -0.38683 0.63356
H -1.03074 -2.58244 -1.21192
H -1.76209 -2.68373 0.36526
H -2.05940 -0.46602 -1.69931
H -3.27013 -1.54112 -1.03328
H -2.45331 -0.29814 1.27893
H -3.83872 0.20347 0.32091
H -3.36873 2.67315 1.29108